18
Properties=species:S:1:pos:R:3 method="wB97M-V/def2-TZVPD" mol_weight_da=101.15 smiles="CC[C@@H](C)NC=O" e_homo_ev=-9.674 homo_lumo_gap_ev=10.59
C -1.584 -0.571 -1.156
C -1.195 0.313 0.021
C 0.318 0.519 0.175
C 0.598 1.589 1.232
N 0.996 -0.703 0.586
C 1.624 -1.587 -0.236
O 1.656 -1.504 -1.448
H -1.201 -0.149 -2.090
H -1.170 -1.580 -1.058
H -2.674 -0.652 -1.236
H -1.644 1.308 -0.095
H -1.602 -0.099 0.958
H 0.745 0.821 -0.791
H 0.090 2.513 0.953
H 0.209 1.296 2.220
H 1.668 1.794 1.343
H 0.997 -0.843 1.583
H 2.136 -2.422 0.294

***

18
Properties=species:S:1:pos:R:3 method="wB97M-V/def2-TZVPD" mol_weight_da=101.15 e_homo_ev=-9.058 homo_lumo_gap_ev=9.48
C -3.409 -0.632 -2.156
C -2.453 -0.295 -1.066
C -0.346 0.808 -0.156
C 5.597 0.107 2.923
C 4.870 0.295 1.862
H -2.705 -0.972 -3.032
H -4.231 0.124 -2.386
H -3.981 -1.608 -1.540
H -1.361 1.097 -2.156
H -0.999 0.577 0.717
H 0.542 0.317 0.006
H -0.385 1.906 -0.367
H 5.659 0.645 3.926
H 6.093 -0.848 2.937
H 4.185 1.132 1.520
H 4.932 -0.295 1.027
N -1.235 0.186 -1.271
O -3.082 -0.635 -0.025

***

18
Properties=species:S:1:pos:R:3 method="wB97M-V/def2-TZVPD" mol_weight_da=101.15 smiles="CCNCCC=O" e_homo_ev=-9.303 homo_lumo_gap_ev=10.27
C 0.256 -2.191 -1.487
C 0.380 -1.672 -0.050
N 0.375 -0.207 -0.067
C -0.550 0.459 0.858
C -0.914 1.933 0.603
C 0.355 2.628 0.344
O 1.048 2.909 1.306
H 0.354 -3.320 -1.529
H -0.562 -2.034 -2.221
H 1.129 -2.071 -2.119
H 1.400 -2.019 0.165
H -0.287 -2.205 0.628
H 1.290 0.094 0.257
H -0.425 0.386 1.941
H -1.522 -0.060 0.749
H -1.602 1.946 -0.271
H -1.338 2.363 1.524
H 0.612 3.061 -0.632

***

18
Properties=species:S:1:pos:R:3 method="wB97M-V/def2-TZVPD" mol_weight_da=101.15 smiles="[H]/N=C(/OC)C(C)C" e_homo_ev=-9.891 homo_lumo_gap_ev=10.93
H 0.769 0.274 -2.279
N 1.302 0.271 -1.426
C 0.590 0.089 -0.390
O 1.254 0.032 0.785
C 2.671 0.279 0.639
C -0.938 -0.073 -0.381
C -1.423 -1.458 0.068
C -1.699 1.026 0.375
H 2.842 1.358 0.529
H 3.119 -0.193 -0.245
H 3.125 -0.115 1.545
H -1.201 0.031 -1.442
H -1.247 -1.618 1.137
H -0.933 -2.261 -0.491
H -2.504 -1.540 -0.110
H -2.776 0.904 0.198
H -1.531 0.965 1.455
H -1.420 2.028 0.034

***

18
Properties=species:S:1:pos:R:3 method="wB97M-V/def2-TZVPD" mol_weight_da=101.15 smiles="C=C(N)C[C@@H](C)O" e_homo_ev=-7.901 homo_lumo_gap_ev=8.85
C 1.777 0.257 -0.334
C 1.002 -0.739 0.210
N 0.811 -1.941 -0.450
C 0.008 -0.402 1.221
C -1.316 0.392 0.407
C -0.828 1.602 -0.287
O -1.919 -0.559 -0.434
H 2.162 1.022 0.323
H 2.484 0.012 -1.115
H -0.114 -2.339 -0.408
H 1.280 -2.059 -1.334
H 0.375 0.327 1.937
H -0.431 -1.270 1.708
H -2.001 0.581 1.232
H -1.454 1.895 -1.127
H 0.336 1.306 -0.646
H -0.691 2.441 0.390
H -1.480 -0.526 -1.292

***

18
Properties=species:S:1:pos:R:3 method="wB97M-V/def2-TZVPD" mol_weight_da=101.15 smiles="CCN(C)C(C)=O" e_homo_ev=-9.152 homo_lumo_gap_ev=10.04
C -2.111 0.739 0.559
C -1.226 0.489 -0.659
N 0.050 -0.105 -0.302
C 0.040 -1.534 -0.121
C 1.121 0.713 -0.149
C 2.441 0.066 0.221
O 1.028 1.916 -0.309
H -2.348 -0.191 1.073
H -3.041 1.206 0.248
H -1.602 1.403 1.252
H -1.011 1.442 -1.148
H -1.730 -0.174 -1.368
H 1.013 -1.903 0.183
H -0.243 -2.026 -1.057
H -0.689 -1.812 0.644
H 2.746 -0.656 -0.534
H 3.188 0.852 0.277
H 2.375 -0.426 1.189

***

18
Properties=species:S:1:pos:R:3 method="wB97M-V/def2-TZVPD" mol_weight_da=101.15 smiles="C=CCNC=C.O" e_homo_ev=-7.888 homo_lumo_gap_ev=8.43
C -0.915 1.760 -2.955
C -0.275 1.193 -1.866
C -0.398 -0.248 -1.490
N -0.780 -0.493 -0.155
C -1.602 0.351 0.605
C -1.370 0.651 1.913
H -1.608 2.561 -2.788
H -0.741 1.441 -3.986
H 0.135 1.774 -1.051
H 0.669 -0.643 -1.672
H -1.047 -0.682 -2.264
H -0.325 -1.237 0.292
H -2.150 1.077 -0.118
H -0.304 0.372 2.226
H -2.181 1.200 2.407
O 4.276 -2.886 3.957
H 5.076 -2.990 3.537
H 3.539 -3.202 3.408

***

18
Properties=species:S:1:pos:R:3 method="wB97M-V/def2-TZVPD" mol_weight_da=101.15 smiles=OC[C@@H]1CCCN1 e_homo_ev=-8.720 homo_lumo_gap_ev=9.67
O -2.578 1.177 1.240
C -1.104 1.088 1.396
C -0.344 0.122 0.360
C 1.114 -0.157 0.694
C 1.336 -1.166 -0.484
C 0.735 -0.425 -1.733
N -0.276 0.458 -1.144
H -2.963 0.758 0.475
H -0.688 0.745 2.320
H -0.767 2.084 1.093
H -1.044 -0.723 0.580
H 1.268 -0.531 1.730
H 1.780 0.763 0.542
H 2.357 -1.444 -0.626
H 0.729 -2.045 -0.144
H 1.355 0.022 -2.421
H 0.232 -1.171 -2.238
H -1.142 0.444 -1.640

***

18
Properties=species:S:1:pos:R:3 method="wB97M-V/def2-TZVPD" mol_weight_da=101.15 smiles="N/C=C/CCCO" e_homo_ev=-8.152 homo_lumo_gap_ev=9.24
N -3.228 0.466 -1.628
C -2.202 0.876 -0.780
C -1.023 0.265 -0.639
C 0.089 0.750 0.229
C 0.804 -0.362 1.024
C 2.045 -1.059 0.443
O 3.218 -0.764 1.189
H -3.134 -0.518 -1.852
H -4.175 0.630 -1.327
H -2.372 1.814 -0.260
H -0.917 -0.697 -1.132
H -0.221 1.537 0.915
H 0.829 1.213 -0.431
H 1.049 -0.099 2.053
H 0.021 -1.121 1.163
H 2.177 -0.811 -0.618
H 1.951 -2.142 0.498
H 3.336 0.180 1.165

***

18
Properties=species:S:1:pos:R:3 method="wB97M-V/def2-TZVPD" mol_weight_da=101.15 e_homo_ev=-6.688 homo_lumo_gap_ev=7.67
C 1.687 0.278 -1.361
C 0.973 -0.508 -0.291
C 1.441 -0.525 1.120
N 0.291 0.283 0.715
C -0.982 -0.130 1.201
C -2.086 0.029 -0.647
O -2.036 0.957 0.676
H 0.965 0.628 -2.106
H 2.443 -0.331 -1.869
H 2.181 1.152 -0.923
H 0.431 -1.389 -0.631
H 2.322 0.038 1.424
H 1.249 -1.426 1.702
H -1.221 -1.201 1.052
H -1.073 0.120 2.252
H -1.999 0.737 -1.469
H -3.120 -0.313 -0.564
H -1.440 1.709 0.469

***

18
Properties=species:S:1:pos:R:3 method="wB97M-V/def2-TZVPD" mol_weight_da=101.15 smiles="CC(C)N(C)C=O" e_homo_ev=-9.339 homo_lumo_gap_ev=10.21
C -0.961 -1.443 -0.233
C -0.582 0.020 -0.444
C -1.629 0.939 0.190
N 0.768 0.316 0.080
C 1.689 -0.749 0.437
C 1.290 1.554 -0.146
O 0.726 2.481 -0.698
H -1.027 -1.691 0.834
H -1.946 -1.617 -0.675
H -0.258 -2.133 -0.710
H -0.562 0.230 -1.523
H -1.373 1.983 0.006
H -2.613 0.740 -0.254
H -1.687 0.781 1.273
H 1.274 -1.403 1.208
H 1.966 -1.360 -0.433
H 2.605 -0.301 0.835
H 2.319 1.655 0.255

***

18
Properties=species:S:1:pos:R:3 method="wB97M-V/def2-TZVPD" mol_weight_da=101.15 smiles=C[C@H]1CN1CCO e_homo_ev=-8.476 homo_lumo_gap_ev=9.47
C -1.760 -0.325 1.115
C -0.261 -0.392 1.489
C 0.925 -1.146 0.785
N 0.683 0.238 0.660
C 0.631 1.179 -0.414
C 0.252 0.663 -1.794
O 1.205 -0.250 -2.297
H -1.990 0.662 0.682
H -2.398 -0.386 2.007
H -2.121 -1.078 0.408
H -0.111 -0.256 2.559
H 0.599 -1.950 0.119
H 1.941 -1.333 1.173
H -0.043 1.985 -0.104
H 1.642 1.596 -0.482
H -0.761 0.228 -1.778
H 0.252 1.508 -2.493
H 1.315 -0.943 -1.635

***

18
Properties=species:S:1:pos:R:3 method="wB97M-V/def2-TZVPD" mol_weight_da=101.15 smiles="CNC(C)=O.C=C" e_homo_ev=-9.394 homo_lumo_gap_ev=10.13
C -0.707 2.738 2.144
N -0.223 1.904 0.918
C -1.019 0.864 0.332
C -0.337 -0.250 -0.580
O -2.198 0.871 0.460
H -1.817 2.853 1.961
H -0.719 2.074 3.260
H -0.038 3.863 2.237
H 0.698 1.601 0.867
H 0.654 -0.663 -0.182
H -0.100 0.355 -1.671
H -1.043 -1.062 -0.656
C 1.186 -2.471 -0.852
C 1.115 -2.648 -2.196
H 0.353 -2.578 -0.223
H 1.956 -1.912 -0.478
H 0.277 -3.250 -2.648
H 1.961 -2.289 -2.694

***

18
Properties=species:S:1:pos:R:3 method="wB97M-V/def2-TZVPD" mol_weight_da=101.15 smiles="C/C=C/C=C/N.O" e_homo_ev=-7.457 homo_lumo_gap_ev=8.25
C -1.780 2.167 -2.331
C -1.188 1.031 -1.562
C -0.331 1.180 -0.550
C 0.198 0.086 0.257
C 1.261 0.232 1.049
N 1.737 -0.764 1.921
H -2.457 2.763 -1.719
H -2.348 1.823 -3.196
H -1.012 2.835 -2.739
H -1.450 0.003 -1.766
H 0.088 2.171 -0.354
H -0.391 -0.824 0.255
H 1.719 1.199 1.228
H 2.653 -0.544 2.282
H 1.735 -1.717 1.575
O 0.881 -3.873 2.064
H 0.579 -4.444 1.348
H 0.107 -3.324 2.236

***

18
Properties=species:S:1:pos:R:3 method="wB97M-V/def2-TZVPD" mol_weight_da=101.15 smiles="C=CCNC=C.O" e_homo_ev=-8.013 homo_lumo_gap_ev=8.89
C -0.986 2.832 0.349
C -0.650 1.652 -0.131
C 0.691 1.072 0.229
N 0.615 -0.143 1.036
C 1.520 -0.303 2.076
C 1.876 -1.462 2.633
H -1.903 3.331 0.058
H -0.398 3.310 1.121
H -1.269 1.101 -0.823
H 1.310 0.910 -0.633
H 1.273 1.804 0.786
H 0.478 -0.987 0.506
H 1.887 0.619 2.496
H 1.603 -2.395 2.156
H 2.613 -1.359 3.410
O -2.841 -2.943 -5.199
H -3.543 -3.568 -5.439
H -2.275 -3.473 -4.631

***

18
Properties=species:S:1:pos:R:3 method="wB97M-V/def2-TZVPD" mol_weight_da=101.15 smiles="CC(C)N=C=O.C" e_homo_ev=-10.272 homo_lumo_gap_ev=11.16
C 2.147 0.181 -0.973
C 1.351 -0.420 0.183
C 1.607 0.309 1.502
N -0.081 -0.361 -0.136
C -0.650 0.695 -0.329
O -1.253 1.680 -0.523
H 1.920 1.251 -1.063
H 1.883 -0.303 -1.919
H 3.223 0.073 -0.810
H 1.590 -1.482 0.287
H 2.654 0.214 1.805
H 1.383 1.378 1.395
H 0.971 -0.089 2.299
C -3.352 -0.626 -0.343
H -3.809 -1.349 0.338
H -4.018 -0.406 -1.182
H -3.148 0.302 0.198
H -2.418 -1.048 -0.727

***

18
Properties=species:S:1:pos:R:3 method="wB97M-V/def2-TZVPD" mol_weight_da=101.15 e_homo_ev="-7.182 / -7.118" homo_lumo_gap_ev="7.44 / 7.30"
C 2.183 -0.337 -0.599
C 0.012 1.811 -0.430
N -0.498 0.800 0.261
C -0.237 0.492 1.544
C -1.303 -0.158 -0.535
O -1.523 0.077 -1.689
C -1.778 -1.408 0.156
H 2.830 0.500 -0.874
H 1.467 -0.504 -1.410
H 2.782 -1.236 -0.446
H -0.156 1.851 -1.493
H 0.671 2.491 0.089
H 0.372 1.187 2.105
H -0.774 -0.298 2.036
H 1.650 -0.120 0.333
H -2.303 -2.008 -0.588
H -2.459 -1.167 0.977
H -0.935 -1.971 0.563

***

18
Properties=species:S:1:pos:R:3 method="wB97M-V/def2-TZVPD" mol_weight_da=101.15 smiles=CCN1C[C@H]1CO e_homo_ev=-9.332 homo_lumo_gap_ev=10.43
C -2.018 -0.322 -0.949
C -1.533 -0.178 0.487
N -0.086 -0.344 0.599
C 0.644 0.637 1.389
C 0.778 0.602 -0.084
C 1.990 -0.050 -0.728
O 2.450 -1.130 0.045
H -3.112 -0.333 -0.982
H -1.644 -1.247 -1.402
H -1.677 0.520 -1.561
H -1.856 0.799 0.884
H -1.993 -0.947 1.119
H 0.067 1.456 1.820
H 1.446 0.246 2.010
H 0.306 1.408 -0.648
H 1.722 -0.375 -1.748
H 2.812 0.670 -0.812
H 1.642 -1.582 0.344

***

18
Properties=species:S:1:pos:R:3 method="wB97M-V/def2-TZVPD" mol_weight_da=101.15 e_homo_ev=-8.717 homo_lumo_gap_ev=9.24
C 1.811 0.059 0.138
C 0.865 1.189 -0.472
C -0.416 0.478 -0.776
C -0.986 -1.208 0.322
C -1.249 0.329 0.314
H 2.957 0.271 -0.114
H 1.406 -0.939 -0.739
H 1.756 -0.155 1.268
H 0.458 1.910 0.419
H 1.045 1.689 -1.607
H -0.665 0.999 -1.577
H 0.525 -1.483 -1.136
H -1.784 -1.831 0.564
H -0.246 -1.923 0.886
H -2.236 0.382 -0.390
H -1.728 0.294 2.328
N -0.414 -0.990 -1.050
O -1.097 0.929 1.620

***

18
Properties=species:S:1:pos:R:3 method="wB97M-V/def2-TZVPD" mol_weight_da=101.15 smiles="CCN[C@@H](C)C=O" e_homo_ev=-8.877 homo_lumo_gap_ev=9.79
C -0.521 0.511 -2.615
C -1.033 0.457 -1.154
N -0.322 -0.535 -0.209
C -0.036 -0.162 1.233
C 0.471 -1.399 1.938
C 1.037 1.022 1.412
O 0.945 1.921 2.222
H 0.560 0.587 -2.604
H -0.766 1.417 -3.257
H -0.563 -0.504 -3.191
H -2.220 0.253 -1.041
H -0.815 1.484 -0.764
H 0.575 -0.765 -0.771
H -0.961 0.210 1.717
H -0.403 -2.090 2.059
H 1.249 -1.854 1.311
H 0.888 -1.200 2.969
H 1.916 0.646 0.745

***

DFT total energy (computed, eV): -8901.4580; -8896.7235; -8899.2512; -8900.6270; -8899.3460; -8901.3536; -8896.5945; -8899.0970; -8899.9455; -8894.7372; -8901.1187; -8898.6256; -8897.3767; -8899.9527; -8899.2019; -8900.9683; -8898.3233; -8899.6980; -8893.3453; -8899.0234